Record 1
Below is a structure of composition C26H34KN6O3, with properties calculated with wB97M-V/def2-TZVPD.

Element x y z (Å)
K 0.183 -1.070 0.326
C -3.231 -3.520 2.467
C -2.141 -2.456 2.344
O -1.959 -1.974 1.181
C -1.485 -2.104 3.511
C -0.404 -1.179 3.749
C -0.047 -0.972 5.208
N 0.238 -0.560 2.811
N 1.235 0.311 3.281
C 1.990 0.728 2.302
O 1.965 0.433 1.069
C 3.040 1.739 2.713
C 3.918 2.239 1.758
C 4.882 3.176 2.100
C 4.984 3.628 3.406
C 4.114 3.133 4.370
C 3.153 2.199 4.027
H -3.509 -3.853 1.469
H -4.120 -3.107 2.949
H -2.906 -4.376 3.059
H -1.821 -2.624 4.403
H -0.708 -1.544 5.857
H -0.110 0.086 5.463
H 0.987 -1.264 5.394
H 3.832 1.873 0.743
H 5.558 3.553 1.342
H 5.738 4.360 3.673
H 4.185 3.478 5.395
H 2.464 1.798 4.757
C -1.577 -3.886 -2.574
C -0.095 -3.792 -2.857
O 0.677 -4.680 -2.545
N 0.306 -2.683 -3.531
C 1.707 -2.381 -3.724
C 2.001 -0.933 -3.408
C 2.620 -0.099 -4.327
C 2.865 1.219 -3.961
C 2.478 1.639 -2.700
C 1.843 0.738 -1.854
N 1.592 -0.522 -2.209
H -1.706 -4.355 -1.602
H -2.038 -4.523 -3.330
H -2.078 -2.922 -2.574
H -0.377 -1.962 -3.694
H 2.052 -2.620 -4.736
H 2.247 -3.038 -3.036
H 2.909 -0.484 -5.295
H 3.352 1.898 -4.649
H 2.658 2.647 -2.353
H 1.569 1.018 -0.846
C -2.439 -0.129 -1.686
C -3.781 0.575 -2.011
N -3.747 1.967 -1.570
C -2.626 2.638 -2.223
C -1.295 1.961 -1.813
N -1.560 0.798 -0.969
C -2.247 1.228 0.260
C -3.532 2.002 -0.121
H -1.917 -0.438 -2.599
H -2.583 -1.007 -1.054
H -4.613 0.079 -1.507
H -3.993 0.562 -3.085
H -2.642 3.693 -1.938
H -2.783 2.588 -3.305
H -0.654 2.644 -1.250
H -0.729 1.631 -2.689
H -1.554 1.844 0.837
H -2.449 0.333 0.851
H -3.476 3.051 0.182
H -4.410 1.569 0.365

The charge is -1. The calculation puts the LUMO energy at 2.1026 eV. Its HOMO energy is -3.0 eV. For the orbital gap, the calculation gives 5.05 eV. Its total energy is -58924.36831 eV.

Record 2
Below is the molecule C26H34N2O3, with properties calculated with wB97M-V/def2-TZVPD.

Element x y z (Å)
C 2.449 2.636 2.549
H 1.997 2.947 3.495
O 1.889 1.435 2.077
C 1.988 0.309 2.850
C 2.638 0.283 4.078
C 2.684 -0.865 4.845
C 2.058 -2.025 4.410
C 1.433 -2.016 3.170
C 1.391 -0.877 2.374
O 0.711 -1.034 1.207
C 0.997 -0.249 0.050
C 1.024 -1.195 -1.152
C 1.239 -0.378 -2.434
N 0.246 0.651 -2.646
C 0.169 1.538 -1.501
C -0.077 0.816 -0.169
H -0.060 1.534 0.649
H -1.054 0.328 -0.173
H -0.624 2.265 -1.685
H 1.121 2.076 -1.440
C -1.051 0.166 -3.086
C -1.841 1.257 -3.767
C -1.164 2.281 -4.414
C -1.827 3.305 -5.071
C -3.223 3.302 -5.088
C -3.896 2.271 -4.452
C -3.235 1.244 -3.792
C -4.028 0.152 -3.134
H -3.729 -0.825 -3.511
H -5.090 0.285 -3.325
H -3.875 0.159 -2.054
H -4.978 2.266 -4.471
C -3.985 4.388 -5.786
H -5.056 4.227 -5.696
H -3.743 5.362 -5.360
H -3.727 4.418 -6.845
C -1.052 4.392 -5.753
H 0.017 4.231 -5.636
H -1.305 5.366 -5.333
H -1.285 4.421 -6.817
H -0.085 2.267 -4.392
H -0.878 -0.637 -3.812
H -1.641 -0.261 -2.262
H 1.250 -1.039 -3.303
H 2.214 0.120 -2.375
H 1.825 -1.926 -1.034
H 0.077 -1.734 -1.199
H 1.978 0.227 0.149
H 0.979 -2.904 2.756
C 2.137 -3.235 5.282
O 3.072 -3.422 6.037
N 1.074 -4.070 5.163
C 0.869 -5.306 5.860
C 1.303 -5.494 7.284
C 2.008 -6.226 6.180
H 1.850 -7.288 6.067
H 3.001 -5.890 5.931
H 0.649 -6.041 7.945
H 1.839 -4.684 7.749
H -0.069 -5.757 5.561
H 0.327 -3.781 4.553
H 3.199 -0.872 5.793
H 3.115 1.174 4.453
H 2.227 3.378 1.783
H 3.534 2.556 2.670

The charge is 0. The calculation puts the LUMO energy at 0.6905 eV. Its HOMO energy is -8.2 eV. The SMILES is COc1ccc(C(=O)NC2CC2)cc1OC1CCN(Cc2cc(C)c(C)cc2C)CC1. For the orbital gap, the calculation gives 8.94 eV. Its total energy is -36635.98102 eV.

Record 3
Below is the molecule C26H34N2O4, with properties calculated with wB97M-V/def2-TZVPD.

Element x y z (Å)
C -4.835 -1.329 1.046
C -3.505 -2.071 1.059
H -3.063 -2.072 2.058
H -3.646 -3.100 0.711
O -2.542 -1.430 0.231
C -2.569 -1.726 -1.083
O -3.365 -2.507 -1.561
C -1.535 -1.020 -1.822
C -1.295 -1.139 -3.183
N -0.241 -0.355 -3.531
C 0.215 0.311 -2.416
C 1.251 1.225 -2.266
C 1.485 1.733 -1.010
C 0.708 1.349 0.097
C -0.322 0.437 -0.046
C -0.572 -0.085 -1.314
H -0.935 0.117 0.778
O 1.071 1.961 1.267
C 0.339 1.740 2.453
C 0.829 0.533 3.281
O 0.376 -0.704 2.781
H 0.792 -0.862 1.923
C 2.367 0.542 3.398
N 2.902 -0.581 4.139
H 2.280 -1.374 4.013
C 3.225 -0.423 5.553
C 4.430 0.516 5.682
H 5.223 0.183 5.019
H 4.167 1.538 5.420
H 4.798 0.514 6.705
C 3.626 -1.815 6.053
H 3.976 -1.767 7.081
H 4.421 -2.215 5.429
H 2.778 -2.495 6.010
C 2.063 0.101 6.414
H 1.190 -0.538 6.302
H 2.352 0.107 7.463
H 1.795 1.117 6.131
H 2.776 0.494 2.380
H 2.691 1.484 3.839
H 0.368 0.610 4.271
H 0.494 2.646 3.047
H -0.732 1.636 2.247
H 2.274 2.449 -0.842
H 1.857 1.544 -3.101
C 0.256 -0.192 -4.872
C -0.648 0.679 -5.714
C -0.935 0.337 -7.028
C -1.760 1.140 -7.797
C -2.310 2.288 -7.256
C -2.030 2.633 -5.944
C -1.201 1.835 -5.177
H -0.986 2.106 -4.154
H -2.457 3.528 -5.517
H -2.957 2.912 -7.854
H -1.976 0.864 -8.818
H -0.511 -0.562 -7.452
H 0.365 -1.175 -5.341
H 1.249 0.264 -4.811
C -2.011 -1.964 -4.186
H -1.341 -2.703 -4.626
H -2.400 -1.337 -4.988
H -2.832 -2.480 -3.698
H -5.528 -1.808 1.733
H -4.692 -0.294 1.347
H -5.259 -1.350 0.045

The charge is 0. The calculation puts the LUMO energy at 0.7117 eV. Its HOMO energy is -7.9 eV. The SMILES is CCOC(=O)c1c(C)n(Cc2ccccc2)c2ccc(OC[C@@H](O)CNC(C)(C)C)cc12. For the orbital gap, the calculation gives 8.62 eV. Its total energy is -38684.93597 eV.

total energy of number 1 (C26H34KN6O3)? -58924.36831 eV